1.
{
  "formula": "C32H61NO18PS5",
  "method": "ωB97M-V/def2-TZVPD",
  "lumo_ev": [-0.57, -2.83],
  "spin_multiplicity": 2,
  "s2": 0.7763,
  "elements": ["N", "H", "H", "H", "H", "C", "C", "C", "O", "C", "C", "C", "O", "O", "O", "H", "H", "C", "C", "C", "S", "O", "O", "C", "H", "H", "H", "H", "H", "H", "H", "H", "C", "C", "C", "S", "O", "O", "C", "H", "H", "H", "H", "H", "H", "H", "H", "C", "C", "C", "S", "O", "O", "C", "H", "H", "H", "H", "H", "H", "H", "H", "C", "C", "C", "S", "O", "O", "C", "H", "H", "H", "H", "H", "H", "H", "H", "C", "C", "C", "S", "O", "O", "C", "H", "H", "H", "H", "H", "H", "H", "H", "C", "C", "O", "P", "O", "O", "C", "C", "O", "C", "C", "H", "H", "H", "H", "H", "H", "H", "H", "H", "H", "H", "H", "H", "H", "H"],
  "xyz": [[-7.395, -12.353, -20.521], [-6.903, -13.172, -20.196], [-8.335, -12.719, -20.565], [-7.094, -12.151, -21.464], [-7.345, -11.556, -19.903], [-5.060, -16.341, -22.267], [-3.649, -16.660, -22.084], [-2.899, -15.970, -20.861], [-1.689, -15.999, -20.823], [-3.707, -15.228, -19.916], [-5.042, -14.952, -20.139], [-5.749, -15.510, -21.404], [-6.978, -15.136, -21.700], [-5.577, -14.244, -19.231], [-2.997, -17.369, -22.838], [-5.461, -16.754, -23.181], [-3.158, -14.777, -19.104], [-9.875, -16.909, -19.678], [-10.840, -16.817, -20.880], [-10.763, -15.366, -21.434], [-10.777, -14.356, -19.929], [-12.128, -14.233, -19.501], [-10.043, -13.134, -20.098], [-9.859, -15.542, -18.893], [-8.912, -17.070, -20.162], [-10.001, -17.833, -19.113], [-11.810, -17.063, -20.447], [-10.633, -17.566, -21.644], [-11.506, -15.008, -22.147], [-9.772, -15.341, -21.888], [-10.215, -15.594, -17.864], [-8.842, -15.151, -18.925], [-10.848, -10.307, -24.219], [-10.692, -11.257, -23.034], [-12.145, -11.557, -22.477], [-13.015, -9.950, -22.554], [-12.954, -9.329, -21.247], [-14.268, -10.097, -23.328], [-11.765, -9.165, -23.672], [-11.320, -10.769, -25.087], [-9.904, -9.914, -24.595], [-10.048, -10.950, -22.210], [-10.078, -12.047, -23.466], [-12.330, -12.133, -21.570], [-12.596, -12.154, -23.270], [-11.060, -8.527, -23.139], [-12.258, -8.543, -24.419], [-6.917, -11.585, -15.437], [-8.206, -10.932, -15.945], [-7.775, -9.541, -16.421], [-6.438, -10.002, -17.589], [-5.437, -8.943, -17.518], [-7.012, -10.452, -18.846], [-5.871, -11.413, -16.552], [-7.131, -12.617, -15.162], [-6.627, -11.079, -14.516], [-8.904, -10.804, -15.117], [-8.656, -11.417, -16.812], [-7.417, -9.038, -15.522], [-8.578, -8.985, -16.905], [-4.940, -11.080, -16.091], [-5.633, -12.225, -17.238], [-1.408, -11.037, -20.595], [-1.885, -12.435, -20.989], [-2.765, -12.267, -22.235], [-3.724, -10.765, -21.925], [-4.996, -11.136, -21.300], [-3.708, -9.899, -23.080], [-2.555, -10.051, -20.602], [-0.545, -10.709, -21.174], [-0.873, -11.003, -19.646], [-2.589, -12.719, -20.207], [-1.048, -13.132, -21.040], [-3.377, -13.129, -22.500], [-2.171, -12.026, -23.116], [-3.243, -9.938, -19.764], [-2.402, -9.016, -20.906], [-6.747, -14.619, -26.003], [-5.431, -14.144, -25.403], [-5.478, -12.649, -25.288], [-7.227, -12.264, -24.873], [-7.801, -11.313, -25.861], [-7.410, -12.139, -23.448], [-7.936, -13.903, -25.362], [-6.836, -15.698, -25.875], [-6.837, -14.474, -27.080], [-4.523, -14.481, -25.905], [-5.279, -14.619, -24.434], [-5.442, -12.229, -26.293], [-4.809, -12.084, -24.638], [-8.871, -13.652, -25.865], [-8.228, -14.430, -24.454], [-6.208, -1.972, -21.449], [-5.505, -3.051, -22.287], [-6.064, -4.281, -21.809], [-5.593, -5.736, -22.412], [-5.128, -5.718, -23.836], [-4.479, -6.252, -21.347], [-4.960, -6.669, -20.094], [-3.951, -6.305, -19.037], [-6.857, -6.696, -22.125], [-7.035, -7.951, -22.873], [-7.854, -8.974, -22.057], [-7.279, -2.178, -21.461], [-5.774, -1.885, -20.453], [-5.953, -1.009, -21.891], [-5.662, -2.999, -23.364], [-4.483, -3.158, -21.923], [-5.878, -6.114, -19.898], [-5.135, -7.745, -20.108], [-3.305, -7.154, -18.812], [-3.425, -5.395, -19.326], [-4.412, -6.112, -18.069], [-7.399, -7.766, -23.884], [-6.069, -8.315, -23.224], [-7.412, -9.142, -21.074], [-8.818, -8.514, -21.840], [-8.086, -9.894, -22.593]],
  "atomic_forces_ev_per_a": [[-0.748, -1.048, -0.945], [1.041, -0.330, 0.480], [-0.880, 0.212, -0.142], [0.300, 0.243, -0.424], [0.335, 0.157, 0.167], [2.145, -0.366, 0.456], [0.274, -0.048, 0.247], [-0.471, -0.456, -1.378], [0.138, 0.016, 0.324], [2.121, -0.835, -0.784], [-1.826, 0.825, 1.400], [-3.786, 1.659, -0.844], [3.022, -0.566, 1.674], [-0.599, -0.699, -1.907], [-0.455, 0.520, 0.504], [-0.531, 0.111, 0.110], [-0.279, 0.027, 0.283], [0.865, 0.443, -1.023], [-1.220, 0.276, 0.788], [0.813, -0.989, 0.676], [0.109, -1.467, -0.541], [-1.007, -0.082, 0.457], [0.625, 0.595, -0.064], [0.466, -0.757, -0.949], [0.448, 0.423, 0.352], [-0.510, 0.410, 0.386], [-0.455, 0.280, -0.489], [0.174, 0.159, 0.032], [-0.174, -0.164, 0.314], [0.188, 0.642, -0.019], [-0.279, 0.203, -0.258], [0.029, 0.003, 0.262], [-1.208, 1.235, 0.654], [-0.086, -0.566, 0.381], [0.647, -0.395, -1.908], [0.189, -0.206, -1.406], [-0.446, -0.165, -0.528], [1.774, 0.271, 1.515], [0.737, -0.204, -0.314], [-0.105, -0.429, 0.193], [0.062, 0.061, 0.267], [-0.116, 0.830, -0.110], [-0.711, -1.033, 0.415], [0.469, 0.625, 0.330], [-0.428, 0.088, -0.088], [-0.537, 0.122, 0.629], [-0.233, -0.299, 0.043], [-0.821, -0.551, -0.712], [-0.068, 0.884, 0.123], [-0.367, -1.011, -0.257], [0.245, 1.431, 2.434], [-0.439, -0.888, -0.963], [0.441, 0.922, 1.109], [0.490, 0.474, 0.002], [0.341, -0.118, -0.208], [0.263, 0.096, -0.147], [-0.280, -0.284, -0.244], [-0.150, -0.525, 0.324], [0.533, 0.473, -0.532], [0.268, 0.038, -0.160], [0.101, 0.110, -0.375], [-0.416, -0.320, 0.208], [1.271, 0.628, 0.777], [-0.816, 0.776, 0.415], [0.873, 0.078, -0.479], [0.207, 0.258, 1.233], [0.898, 0.296, -0.481], [-0.272, -0.400, 0.014], [-1.853, -0.048, -1.548], [-0.462, 0.171, -0.995], [-0.574, -0.471, 0.604], [0.211, -0.525, 0.264], [-0.348, -0.127, -0.286], [-0.317, 0.157, 0.322], [0.140, 0.059, -0.032], [0.391, -0.709, 0.537], [0.563, -0.186, -0.345], [-0.832, -0.729, -1.153], [0.515, -0.468, 0.970], [-1.091, 1.072, -0.662], [-1.280, -0.758, -2.262], [1.187, -0.886, 2.102], [0.036, 0.819, 0.311], [0.735, 0.620, 1.461], [-0.070, -0.004, 0.131], [0.528, 0.226, -0.148], [-0.258, 0.127, -0.660], [-0.411, 0.151, 0.399], [0.312, 0.208, -0.036], [-0.062, -0.302, 0.128], [0.475, -0.239, -0.732], [0.218, 0.232, 0.321], [0.866, 0.133, -0.982], [-0.039, -0.388, 1.618], [-0.750, -3.028, -0.400], [0.260, 0.349, -1.277], [-0.472, 0.100, 2.272], [-0.299, 0.493, -2.105], [-0.422, 0.356, 1.090], [0.103, -0.226, 0.725], [0.123, 0.290, -0.257], [0.792, -0.473, -0.606], [-0.139, 1.532, -0.068], [0.080, 0.326, 0.203], [-0.357, -0.540, 0.147], [-0.461, 0.168, -0.236], [0.344, 0.268, 0.118], [0.483, 0.741, -0.962], [-0.238, -0.371, 0.193], [-0.293, 0.020, -0.020], [0.518, 0.247, -0.341], [0.253, -0.232, -0.006], [-0.345, 0.085, -0.092], [-1.096, 0.546, 0.305], [0.520, -0.331, 0.976], [0.286, -0.305, -0.200], [-0.204, 0.103, 0.000], [0.554, 0.051, -0.081]],
  "lowdin_charge": [0.2929, 0.0621, 0.0626, 0.0575, 0.0279, 0.0333, -0.3375, -0.3182, 0.1109, 0.0923, -0.3086, -0.3244, -0.0876, 0.0074, 0.0692, 0.1165, 0.1314, -0.1929, -0.2160, -0.1950, 0.6566, -0.2949, -0.3371, -0.1719, 0.0997, 0.1124, 0.1083, 0.1156, 0.1070, 0.0911, 0.1050, 0.0848, -0.2102, -0.2198, -0.1901, 0.7177, -0.3371, -0.3544, -0.1992, 0.1171, 0.0999, 0.0921, 0.0894, 0.0836, 0.0919, 0.0876, 0.0981, -0.2038, -0.2357, -0.2055, 0.7504, -0.3304, -0.3324, -0.1789, 0.1167, 0.1166, 0.1204, 0.1137, 0.1105, 0.1128, 0.1002, 0.0927, -0.2304, -0.2010, -0.2140, 0.7066, -0.3434, -0.3224, -0.1654, 0.1192, 0.1156, 0.0991, 0.1255, 0.0963, 0.1062, 0.0871, 0.0995, -0.2102, -0.2179, -0.1900, 0.7353, -0.3474, -0.3537, -0.1926, 0.1156, 0.1174, 0.1277, 0.0947, 0.1063, 0.0905, 0.1008, 0.0887, -0.0678, -0.2526, -0.2267, 0.4988, -0.2502, -0.1874, -0.3083, -0.0653, -0.1976, -0.2102, -0.0421, 0.0809, 0.0735, 0.0718, 0.1196, 0.1178, 0.1128, 0.1054, 0.0644, 0.0840, 0.0738, 0.1166, 0.0972, 0.0565, 0.0729, 0.0443]
}

2.
{
  "formula": "C38H26Cl3F12N12O3OsS",
  "method": "ωB97M-V/def2-TZVPD",
  "lumo_ev": 1.77,
  "spin_multiplicity": 1,
  "charge": -1,
  "elements": ["Os", "C", "C", "C", "C", "C", "N", "C", "C", "C", "C", "C", "C", "C", "C", "O", "C", "F", "F", "F", "C", "F", "F", "F", "C", "C", "C", "O", "C", "F", "F", "F", "C", "F", "F", "F", "H", "H", "H", "H", "H", "H", "H", "H", "H", "H", "H", "H", "N", "C", "N", "N", "N", "N", "C", "N", "N", "N", "N", "H", "Cl", "C", "C", "C", "C", "C", "C", "N", "C", "C", "N", "C", "O", "C", "C", "C", "Cl", "S", "C", "C", "C", "Cl", "C", "H", "H", "H", "H", "H", "H", "H", "H", "H", "H", "H", "H", "H"],
  "xyz": [[0.126, -1.693, 0.314], [1.106, -3.168, 7.455], [1.040, -2.611, 6.059], [1.203, -1.257, 5.792], [1.140, -0.757, 4.509], [0.925, -1.581, 3.379], [0.957, -1.047, 2.101], [1.448, 0.276, 2.029], [2.801, 0.506, 2.277], [3.322, 1.780, 2.250], [2.501, 2.873, 1.974], [3.067, 4.268, 1.930], [1.161, 2.641, 1.716], [0.623, 1.354, 1.730], [-0.833, 1.051, 1.405], [-1.009, -0.106, 0.666], [-1.461, 2.156, 0.509], [-2.635, 1.775, -0.012], [-1.696, 3.312, 1.163], [-0.655, 2.435, -0.529], [-1.681, 0.951, 2.708], [-2.995, 1.136, 2.474], [-1.316, 1.888, 3.605], [-1.556, -0.239, 3.283], [0.700, -2.945, 3.668], [0.779, -3.425, 4.970], [0.368, -3.861, 2.510], [-0.255, -3.193, 1.484], [-0.677, -4.955, 2.886], [-1.705, -4.404, 3.545], [-0.168, -5.926, 3.678], [-1.170, -5.562, 1.810], [1.665, -4.544, 1.991], [2.501, -3.623, 1.487], [1.437, -5.449, 1.036], [2.328, -5.170, 2.982], [1.420, -2.400, 8.164], [0.135, -3.545, 7.785], [1.817, -3.994, 7.526], [1.375, -0.564, 6.609], [1.252, 0.309, 4.382], [3.428, -0.351, 2.492], [4.378, 1.935, 2.438], [4.004, 4.326, 2.484], [3.277, 4.583, 0.903], [2.377, 4.992, 2.368], [0.526, 3.491, 1.504], [0.632, -4.483, 5.141], [2.809, -3.144, -1.468], [1.608, -3.822, -1.477], [1.385, -4.965, -2.086], [0.086, -5.239, -1.805], [-0.430, -4.326, -1.073], [0.521, -3.388, -0.839], [2.826, -1.789, -1.234], [3.739, -0.967, -1.719], [3.342, 0.258, -1.319], [2.257, 0.188, -0.640], [1.899, -1.121, -0.544], [3.536, -3.501, -2.064], [-6.975, -0.238, -4.434], [-5.370, 0.420, -4.507], [-4.759, 0.876, -3.351], [-3.483, 1.404, -3.429], [-2.802, 1.479, -4.638], [-1.382, 1.985, -4.675], [-0.375, 0.825, -4.673], [-0.644, -0.157, -3.644], [-1.402, -1.302, -3.758], [-1.354, -1.911, -2.545], [-0.586, -1.144, -1.696], [-0.194, -0.092, -2.380], [-1.183, 2.805, -3.546], [-0.056, 3.667, -3.625], [-0.153, 4.669, -2.523], [-0.935, 5.781, -2.584], [-1.918, 6.261, -3.908], [-0.872, 6.722, -1.154], [0.224, 5.614, -0.438], [0.515, 4.580, -1.267], [-3.445, 1.004, -5.773], [-2.637, 1.035, -7.321], [-4.725, 0.478, -5.730], [-5.270, 0.808, -2.400], [-2.994, 1.758, -2.534], [-1.224, 2.558, -5.598], [0.627, 1.217, -4.497], [-0.363, 0.328, -5.642], [-1.880, -1.581, -4.681], [-1.779, -2.847, -2.227], [0.439, 0.695, -2.006], [-0.047, 4.172, -4.600], [0.878, 3.104, -3.525], [0.583, 5.782, 0.564], [1.161, 3.756, -0.992], [-5.204, 0.120, -6.629]],
  "atomic_forces_ev_per_a": [[-0.188, -0.010, 0.005], [0.002, -0.001, 0.036], [0.004, 0.030, -0.036], [-0.007, -0.030, -0.005], [0.005, -0.033, -0.022], [-0.012, -0.093, 0.047], [0.081, -0.014, 0.182], [0.017, -0.104, 0.100], [0.007, 0.050, 0.035], [-0.026, -0.004, 0.001], [0.053, -0.004, 0.003], [0.020, 0.033, -0.019], [-0.019, -0.053, -0.005], [0.013, -0.008, 0.030], [0.027, -0.010, -0.157], [0.221, 0.026, -0.016], [-0.144, -0.014, 0.016], [0.082, -0.010, -0.058], [0.059, 0.006, 0.018], [-0.276, -0.396, 0.153], [-0.048, -0.011, 0.070], [0.023, -0.014, 0.002], [-0.022, -0.023, -0.019], [-0.018, 0.067, -0.010], [0.015, 0.048, -0.088], [0.003, -0.008, -0.019], [0.044, 0.152, 0.127], [-0.175, -0.029, -0.293], [0.007, -0.089, 0.039], [-0.008, 0.009, 0.005], [0.010, 0.030, -0.023], [0.015, 0.030, 0.009], [0.073, -0.012, 0.027], [-0.037, -0.023, 0.062], [-0.018, -0.007, 0.037], [-0.047, 0.026, -0.006], [-0.003, 0.000, -0.003], [0.002, -0.002, -0.006], [-0.004, -0.001, -0.013], [-0.001, -0.007, 0.006], [0.013, 0.032, -0.066], [-0.002, -0.003, -0.001], [-0.007, -0.002, -0.005], [-0.003, -0.002, -0.002], [-0.029, -0.010, 0.011], [-0.016, -0.005, -0.020], [-0.020, 0.007, 0.021], [0.002, -0.008, 0.025], [-0.025, 0.014, 0.138], [-0.066, 0.048, 0.028], [-0.014, 0.002, -0.001], [0.018, 0.011, -0.041], [0.105, -0.027, 0.045], [0.410, -0.011, -0.094], [-0.056, 0.016, -0.167], [0.008, -0.068, 0.074], [-0.050, -0.035, -0.018], [-0.024, -0.057, -0.176], [-0.143, 0.233, 0.073], [-0.031, 0.009, -0.041], [-0.007, -0.008, 0.001], [-0.005, 0.011, 0.000], [-0.025, -0.012, -0.011], [-0.044, -0.032, 0.041], [0.048, -0.021, -0.017], [0.099, 0.014, 0.041], [0.043, -0.029, -0.085], [-0.074, 0.100, 0.005], [0.064, -0.056, 0.042], [-0.118, 0.078, -0.082], [-0.185, -0.173, 0.089], [0.123, -0.030, 0.053], [-0.155, 0.036, 0.020], [0.051, -0.039, -0.007], [-0.018, 0.060, -0.022], [0.036, 0.005, 0.048], [-0.006, 0.003, -0.019], [-0.047, 0.001, -0.001], [0.075, -0.023, -0.072], [0.236, 0.271, -0.051], [0.009, -0.012, -0.020], [-0.008, 0.007, 0.004], [0.016, 0.007, 0.015], [-0.001, 0.009, -0.010], [0.041, 0.026, 0.065], [0.037, 0.041, 0.039], [0.003, 0.003, -0.068], [-0.070, -0.050, 0.016], [-0.001, 0.001, 0.008], [0.001, 0.021, -0.007], [0.018, 0.015, 0.019], [-0.013, -0.008, 0.007], [0.017, 0.005, 0.015], [0.005, 0.012, 0.002], [0.053, 0.124, -0.056], [0.000, 0.000, 0.001]],
  "lowdin_charge": [1.7073, -0.0637, -0.2809, -0.0453, -0.0176, -0.2015, -0.0782, -0.2950, -0.0261, -0.0313, -0.2596, -0.0548, 0.0109, -0.0826, -0.2928, -0.2602, -0.5306, 0.1550, 0.1486, 0.1325, -0.5333, 0.1533, 0.1515, 0.1835, -0.0741, 0.0087, -0.3105, -0.2568, -0.5500, 0.1673, 0.1351, 0.1673, -0.5387, 0.1503, 0.1628, 0.1543, 0.0665, 0.0751, 0.0739, 0.1071, 0.1102, 0.1305, 0.1111, 0.0713, 0.0784, 0.0724, 0.1010, 0.1196, 0.1511, -0.4717, 0.0457, -0.0596, -0.0517, -0.1533, -0.4431, 0.0427, -0.0630, -0.0476, -0.1068, 0.1410, 0.6685, -0.6607, -0.0733, 0.0084, -0.1852, -0.2972, -0.0557, -0.0435, -0.0306, -0.0894, -0.0625, -0.1207, -0.1056, -0.1604, -0.3067, -0.9716, 0.6587, 1.0019, -0.4113, -0.1487, -0.5805, 0.7100, -0.1333, 0.1140, 0.1147, 0.1325, 0.1312, 0.1210, 0.1269, 0.0926, 0.1190, 0.1220, 0.1285, 0.0611, 0.1169, 0.1034]
}

Sequential calculated total energy output: -135980.743; -147334.942 eV